2 unconnected molecules or ions with the total composition CH6S4 at a distorted geometry. Source: OMol25; level of theory: ωB97M-V with the def2-TZVPD basis set.

Values from the calculation:
E_HOMO (eV): -9.01
Orbital gap (Ha): 0.33800
Electronic energy (eV): -44474.6216

```
11
Properties=species:S:1:pos:R:3:nbo_charge:R:1
C -0.31 0.44 -1.56 -0.77
S 1.31 -0.18 -2.04 0.12
S 1.67 -1.86 -1.06 -0.16
H -0.82 -0.35 -1.00 0.24
H -0.94 0.66 -2.41 0.23
H -0.16 1.29 -0.90 0.21
H 2.17 -1.79 0.20 0.12
S 0.17 1.07 2.47 -0.11
S -1.04 -0.53 2.02 -0.15
H -0.03 1.82 1.36 0.13
H -2.03 -0.57 2.92 0.13
```



A single C30H29NO5 molecule at a distorted geometry. Source: OMol25; level of theory: ωB97M-V with the def2-TZVPD basis set.

Values from the calculation:
E_HOMO (eV): -7.54
Orbital gap (Ha): 0.30183
Electronic energy (eV): -43307.9481

```
65
Properties=species:S:1:pos:R:3:nbo_charge:R:1
C -6.93 -0.23 2.99 -0.26
O -6.02 0.89 3.12 -0.50
C -4.93 0.88 2.31 0.31
C -4.08 2.02 2.36 -0.28
C -3.02 2.12 1.49 -0.19
C -2.76 1.09 0.56 -0.09
C -1.71 1.24 -0.50 -0.40
C -0.36 0.51 -0.20 -0.29
C 0.28 0.16 -1.52 -0.24
C 0.83 1.36 -2.30 -0.04
C 1.71 2.30 -1.79 -0.14
C 1.99 3.46 -2.52 -0.23
C 1.54 3.59 -3.83 -0.21
C 0.79 2.55 -4.41 -0.21
C 0.41 1.45 -3.63 -0.20
C 1.15 -1.04 -1.50 -0.13
C 0.68 -2.33 -1.28 0.01
N 1.74 -3.16 -1.03 -0.35
C 1.62 -4.56 -0.68 -0.40
C 2.93 -2.45 -1.21 0.13
C 4.23 -2.84 -0.92 -0.24
C 5.24 -1.88 -1.04 -0.22
C 4.94 -0.60 -1.53 -0.24
C 3.63 -0.22 -1.84 -0.21
C 2.59 -1.12 -1.60 -0.02
C -0.49 -0.78 0.59 0.88
O -1.40 -1.58 0.50 -0.56
O 0.64 -1.13 1.33 -0.55
C 1.06 -0.14 2.27 0.54
C -0.03 0.11 3.30 -0.67
C 2.41 -0.50 2.84 -0.63
O 1.33 1.08 1.52 -0.54
C 0.42 1.53 0.63 0.83
O 0.28 2.73 0.50 -0.56
C -3.60 -0.03 0.52 -0.18
C -4.64 -0.17 1.41 -0.27
H -7.72 -0.01 3.71 0.20
H -7.33 -0.29 1.97 0.18
H -6.42 -1.17 3.24 0.18
H -4.31 2.80 3.08 0.23
H -2.35 2.98 1.52 0.23
H -2.10 0.84 -1.45 0.21
H -1.45 2.30 -0.63 0.27
H -0.57 -0.18 -2.13 0.23
H 2.23 2.14 -0.83 0.21
H 2.55 4.27 -2.04 0.22
H 1.76 4.49 -4.40 0.22
H 0.47 2.59 -5.45 0.22
H -0.24 0.67 -4.03 0.21
H -0.34 -2.71 -1.24 0.23
H 2.55 -4.89 -0.21 0.21
H 0.78 -4.69 0.01 0.21
H 1.43 -5.17 -1.57 0.20
H 4.42 -3.87 -0.61 0.21
H 6.27 -2.14 -0.80 0.21
H 5.75 0.12 -1.67 0.21
H 3.41 0.75 -2.27 0.22
H -0.95 0.51 2.86 0.23
H -0.23 -0.83 3.83 0.23
H 0.37 0.83 4.03 0.23
H 3.16 -0.48 2.05 0.24
H 2.65 0.25 3.60 0.23
H 2.37 -1.49 3.30 0.23
H -3.40 -0.82 -0.19 0.23
H -5.24 -1.08 1.38 0.21
```



A molecular structure, CuFI at a distorted geometry. Source: OMol25; level of theory: ωB97M-V with the def2-TZVPD basis set.

Values from the calculation:
Multiplicity: 2
⟨S²⟩: 0.755
E_HOMO (alpha / beta) (eV): -10.39 / -10.09
Orbital gap (alpha / beta) (Ha): 0.36371 / 0.19557
Electronic energy (eV): -55456.3084

```
3
Properties=species:S:1:pos:R:3:lowdin_spin:R:1
Cu 0.04 0.21 -0.22 0.11
I -0.65 -1.72 1.82 0.88
F 0.61 1.51 -1.60 0.01
```



A gas-phase ion, C5H14N2 (charge +2) at a distorted geometry. Source: OMol25; level of theory: ωB97M-V with the def2-TZVPD basis set.

Values from the calculation:
E_HOMO (eV): -20.68
Charge: +2
Orbital gap (Ha): 0.44571
Electronic energy (eV): -8374.5307

```
21
Properties=species:S:1:pos:R:3:nbo_charge:R:1
C 0.78 1.70 1.82 0.15
N 0.88 0.47 2.11 -0.38
C 0.82 -0.76 1.23 -0.24
C -0.45 -0.91 0.40 -0.47
C -0.44 -0.72 -1.15 -0.04
C 0.69 0.17 -1.61 -0.67
N -1.75 0.00 -1.56 -0.68
H 0.87 2.41 2.64 0.26
H 0.43 2.04 0.86 0.22
H 1.04 0.21 3.07 0.45
H 1.73 -0.77 0.66 0.26
H 0.94 -1.55 1.98 0.26
H -0.97 -1.84 0.67 0.28
H -1.20 -0.26 0.87 0.22
H -0.38 -1.70 -1.59 0.26
H 0.82 1.12 -1.08 0.21
H 1.61 -0.41 -1.56 0.27
H 0.64 0.40 -2.68 0.26
H -2.35 -0.70 -2.02 0.46
H -1.48 0.67 -2.28 0.46
H -2.25 0.43 -0.78 0.45
```



7 unconnected molecules or ions with the total composition C39H30O25 at a distorted geometry. Source: OMol25; level of theory: ωB97M-V with the def2-TZVPD basis set.

Values from the calculation:
E_HOMO (eV): -8.75
Orbital gap (Ha): 0.22129
Electronic energy (eV): -92093.7943

```
94
Properties=species:S:1:pos:R:3:mulliken_charge:R:1
O 22.32 34.77 31.88 -0.66
C 22.30 35.89 31.32 0.67
C 21.68 37.13 31.86 -1.02
C 21.63 38.50 31.21 0.35
O 21.07 39.56 31.83 -0.39
C 22.28 38.62 29.87 0.87
O 22.46 39.66 29.31 -0.68
C 22.84 37.45 29.32 0.37
C 22.81 36.00 29.94 -0.11
O 23.24 34.86 29.32 -0.38
H 21.22 36.97 32.76 0.45
H 20.66 39.24 32.44 0.26
H 23.24 37.56 28.27 -0.04
H 23.08 34.12 29.93 0.35
O 20.42 36.14 21.46 -0.62
C 20.94 37.17 21.70 0.83
C 20.31 38.33 22.04 -0.55
C 21.02 39.67 22.40 0.34
O 20.46 40.79 22.96 -0.46
C 22.51 39.84 22.22 0.80
O 23.05 40.94 22.28 -0.64
C 23.23 38.59 21.88 -0.52
C 22.37 37.22 21.63 0.03
O 23.10 36.13 21.18 -0.57
H 19.25 38.16 22.36 0.21
H 19.63 40.46 23.18 0.34
H 24.36 38.65 21.69 0.35
H 22.37 35.47 21.38 0.38
O 27.00 35.58 27.02 -0.60
C 26.02 35.11 26.60 0.64
C 24.91 35.80 26.13 -1.07
C 23.72 35.17 25.58 0.59
O 22.77 35.98 24.84 0.17
C 23.54 33.70 25.56 0.53
O 22.55 33.21 25.03 -0.59
C 24.59 32.96 26.21 -1.03
C 25.81 33.60 26.73 0.27
O 26.86 32.91 27.29 -0.54
H 24.91 36.81 26.13 1.16
H 23.03 36.81 24.99 -0.08
H 24.69 31.83 26.18 0.36
H 27.53 33.56 27.31 0.34
O 26.24 44.20 24.65 -0.69
C 26.88 43.75 23.63 1.19
C 26.38 42.66 22.88 -0.41
C 27.08 42.13 21.63 0.19
O 26.97 40.89 21.06 -0.43
C 28.32 42.79 21.09 0.74
O 29.01 42.26 20.25 -0.59
C 28.73 43.94 21.83 -0.98
C 28.00 44.43 23.07 -0.02
O 28.42 45.55 23.72 -0.54
H 25.47 41.98 22.90 0.25
H 27.37 41.09 20.22 0.36
H 29.52 44.55 21.70 0.53
H 27.65 45.54 24.36 0.41
O 16.84 36.07 22.85 -0.64
C 17.56 36.29 23.86 0.76
C 17.29 37.51 24.69 -0.59
C 18.12 37.91 25.91 0.66
O 17.98 39.02 26.68 -0.44
C 19.10 36.91 26.36 0.56
O 19.82 37.22 27.42 -0.57
C 19.45 35.82 25.58 -0.62
C 18.63 35.51 24.31 0.12
O 18.94 34.40 23.54 -0.50
H 16.57 38.15 24.06 0.26
H 17.36 39.70 26.35 0.36
H 20.25 35.10 25.92 0.30
H 18.24 34.08 22.94 0.36
O 28.66 42.12 29.22 -0.68
C 27.86 41.18 29.69 0.99
C 27.78 41.09 31.15 -0.72
C 26.78 40.03 31.75 0.83
O 26.60 40.02 33.11 -0.45
C 26.04 39.16 30.84 0.45
O 25.22 38.33 31.42 -0.59
C 26.13 39.35 29.44 0.02
C 27.04 40.31 28.78 -0.33
O 27.15 40.55 27.43 -0.46
H 28.18 41.77 31.93 0.19
H 26.99 40.92 33.40 0.36
H 25.57 38.62 28.61 0.05
H 27.81 41.22 27.60 0.36
C 23.80 40.82 26.00 -1.67
C 23.02 39.62 25.64 1.48
C 21.60 39.48 25.87 -1.21
O 23.63 38.72 24.99 -0.77
H 24.46 41.09 25.39 0.62
H 24.26 40.74 26.99 0.03
H 22.89 41.53 25.93 0.41
H 21.30 38.53 25.69 -0.34
H 21.02 40.16 25.21 0.53
H 21.21 39.94 26.80 0.73
```



A molecular structure, C21H49N7O7Tl at a distorted geometry. Source: OMol25; level of theory: ωB97M-V with the def2-TZVPD basis set.

Values from the calculation:
E_HOMO (eV): -16.49
Charge: +3
Orbital gap (Ha): 0.10964
Electronic energy (eV): -52001.6456

```
85
Properties=species:S:1:pos:R:3:mulliken_charge:R:1
Tl -0.69 -0.24 0.07 1.46
C 0.90 -4.67 1.79 -1.30
C -0.21 -4.26 0.85 0.65
O -0.19 -3.10 0.37 -0.44
N -1.12 -5.17 0.48 -0.09
C -1.22 -6.52 0.89 -0.96
H 1.62 -3.86 1.91 0.18
H 1.39 -5.58 1.43 0.46
H 0.60 -4.83 2.82 0.43
H -1.76 -4.84 -0.22 0.22
H -2.25 -6.67 1.22 0.34
H -0.63 -6.84 1.75 0.39
H -1.04 -7.24 0.10 0.33
C 1.52 1.86 -4.05 -0.85
C 1.28 2.23 -2.60 0.48
O 0.74 1.45 -1.86 -0.34
N 1.78 3.42 -2.25 -0.14
C 1.62 4.08 -0.97 -0.68
H 2.07 2.64 -4.57 0.44
H 0.52 1.70 -4.46 0.28
H 2.16 0.98 -4.06 0.10
H 1.96 4.09 -2.99 0.30
H 2.03 5.09 -0.94 0.41
H 2.14 3.53 -0.19 0.01
H 0.57 4.22 -0.73 0.24
C 3.55 -2.83 -0.70 -0.49
C 3.25 -1.36 -0.59 0.52
O 2.14 -0.97 -0.30 -0.38
N 4.29 -0.55 -0.92 -0.11
C 4.33 0.91 -0.91 -0.76
H 4.62 -2.98 -0.62 0.47
H 3.10 -3.17 -1.63 -0.05
H 3.03 -3.32 0.13 -0.08
H 5.15 -1.08 -0.97 0.22
H 3.45 1.42 -0.52 0.01
H 4.49 1.26 -1.93 0.32
H 5.26 1.25 -0.45 0.42
C 1.54 -2.01 -3.97 -0.51
C 0.07 -2.05 -3.58 0.49
O -0.31 -1.34 -2.66 -0.42
N -0.83 -2.82 -4.18 -0.18
C -0.73 -3.53 -5.48 -0.91
H 1.49 -1.81 -5.04 0.49
H 2.09 -2.88 -3.63 0.27
H 1.88 -1.10 -3.48 -0.30
H -1.78 -2.74 -3.85 0.31
H -0.71 -2.89 -6.35 0.31
H -1.64 -4.13 -5.40 0.34
H 0.14 -4.19 -5.53 0.33
C -4.63 0.50 3.09 -0.81
C -4.37 -0.09 1.72 0.62
O -3.32 0.23 1.10 -0.57
N -5.22 -0.88 1.14 -0.19
C -6.44 -1.50 1.66 -0.95
H -4.53 1.59 3.04 0.12
H -3.91 0.18 3.85 0.29
H -5.63 0.35 3.48 0.41
H -5.13 -1.08 0.15 0.24
H -6.61 -1.54 2.74 0.37
H -6.58 -2.52 1.28 0.31
H -7.28 -0.94 1.25 0.38
C -3.49 3.58 0.77 -1.37
C -1.98 3.60 1.00 0.55
O -1.36 2.58 0.65 -0.37
N -1.43 4.72 1.50 -0.05
C -2.05 5.99 1.90 -1.02
H -3.87 3.37 1.77 0.34
H -3.92 2.75 0.21 0.29
H -3.87 4.54 0.42 0.44
H -0.42 4.70 1.56 0.35
H -1.23 6.71 1.99 0.37
H -2.51 5.95 2.89 0.31
H -2.74 6.32 1.13 0.35
C 1.21 2.46 3.59 -1.60
C 1.85 1.80 2.39 0.94
O 1.19 1.55 1.38 -0.07
N 3.15 1.44 2.42 -0.12
C 4.02 1.51 3.59 -1.14
H 1.36 1.75 4.40 0.49
H 0.16 2.70 3.46 0.22
H 1.64 3.43 3.84 0.43
H 3.57 0.92 1.67 0.13
H 5.07 1.65 3.33 0.34
H 3.88 0.67 4.27 0.34
H 3.81 2.42 4.15 0.43
```



2 unconnected molecules or ions with the total composition C5H7O2S at a distorted geometry. Source: OMol25; level of theory: ωB97M-V with the def2-TZVPD basis set.

Values from the calculation:
E_HOMO (eV): -1.80
Charge: -1
Orbital gap (Ha): 0.19788
Electronic energy (eV): -20227.4936

```
15
Properties=species:S:1:pos:R:3:nbo_charge:R:1
C -2.67 0.83 1.86 1.04
C 0.08 0.67 0.90 -0.70
C 0.56 -0.09 -0.22 -0.11
C -0.01 -1.49 -0.42 -0.61
C 1.32 0.45 -1.41 -0.63
O -2.58 1.85 1.45 -0.52
O -2.86 -0.21 2.27 -0.56
S 1.79 -0.03 1.22 -0.23
H 0.22 1.71 0.87 0.15
H -1.10 -1.37 -0.67 0.20
H 0.22 -2.22 0.37 0.23
H 0.51 -1.99 -1.28 0.17
H 2.08 -0.19 -1.75 0.19
H 1.74 1.43 -0.99 0.22
H 0.72 0.66 -2.22 0.17
```



A single C6H2N2 molecule at a distorted geometry. Source: OMol25; level of theory: ωB97M-V with the def2-TZVPD basis set.

Values from the calculation:
E_HOMO (eV): -10.29
Orbital gap (Ha): 0.31372
Electronic energy (eV): -9230.2039

```
10
Properties=species:S:1:pos:R:3:nbo_charge:R:1
C 0.55 2.48 0.06 -0.11
C 0.46 1.28 -0.14 -0.07
C 0.38 -0.17 -0.08 -0.10
C 1.77 -0.67 0.01 0.25
N 2.82 -1.19 -0.05 -0.25
C -0.74 -0.98 0.21 -0.22
C -2.06 -0.57 -0.06 0.21
N -3.11 -0.17 -0.07 -0.24
H 0.72 3.47 0.44 0.25
H -0.78 -2.09 0.42 0.27
```